Entry 1:
ORCA calculation (ωB97M-V with the def2-TZVPD basis set) on a molecular structure, C35H37F5HgOP2Te at a distorted geometry.

Last column: Löwdin charge in e.
Positions of all 82 atoms, in Å:
H  -4.1210  -5.6209  -4.1017  0.102
C  -0.6086  -0.9852  -1.9853  -0.262
C  -1.9042  1.5281  -8.0445  -0.217
Te  -1.6688  0.1780  2.1281  1.827
H  2.3975  0.8615  0.4639  0.089
F  0.1842  0.1715  2.6042  -0.405
H  3.8553  -0.0523  -3.9349  0.120
C  3.9073  3.3571  -3.8545  -0.068
P  2.0505  -0.2387  -1.6184  1.024
O  -1.5122  -1.0252  0.7735  -0.603
H  6.3296  -3.9172  -0.6626  0.111
H  -3.5850  2.9549  0.0204  0.110
C  -4.2531  -0.1814  -1.1290  -0.066
H  -0.2041  4.3931  -7.2187  0.076
H  -1.8717  0.0677  -4.8652  0.006
H  -2.7924  1.9044  -8.5853  0.107
H  1.1569  -0.4243  0.5904  0.054
C  -0.7218  2.5067  -8.2790  -0.207
C  -2.3026  1.3879  -6.5877  -0.349
C  4.1940  2.0552  -4.2677  -0.075
H  -4.4994  -6.4137  -1.7690  0.099
C  1.5362  0.3917  -0.0317  -0.184
H  -1.6373  0.5626  -8.5045  0.107
C  -4.4621  1.0051  -0.4173  -0.105
H  4.3921  4.2029  -4.3401  0.112
C  -3.0292  2.2323  -1.9411  -0.092
P  -2.1646  -1.3790  -2.7819  1.056
H  6.8574  -1.5166  -1.0448  0.110
H  -0.0840  -0.4630  -6.8842  0.110
C  -3.1410  1.1529  -2.8042  -0.139
H  -0.7672  -0.5850  -0.9661  0.027
C  -1.4433  0.7174  -5.6432  -0.333
C  2.3931  2.4920  -2.1743  -0.059
C  5.8203  -1.8522  -1.0461  -0.070
H  -2.9362  -3.4410  -4.4838  0.093
F  -3.5631  0.3956  1.9793  -0.389
H  3.9535  -4.6686  -0.6268  0.111
C  1.0352  1.2790  -6.2337  -0.214
C  -2.7824  -3.0141  -2.3756  -0.385
Hg  -1.4256  2.8676  -5.3404  1.167
H  0.9979  -1.7355  -3.2514  0.083
H  -3.7894  -5.0243  0.1746  0.107
H  -2.5914  -2.8648  -0.2247  0.086
H  -3.3821  1.2852  -6.4450  0.085
H  -1.0876  3.2414  -9.0118  0.103
C  5.5248  -3.2003  -0.8277  -0.067
H  -2.4374  3.1102  -2.2460  0.097
C  -0.2830  3.3144  -7.0485  -0.359
C  2.9997  3.5715  -2.8158  -0.067
H  2.1175  -3.0423  -1.0271  0.113
C  -3.7813  -5.0323  -3.2504  -0.092
H  5.0372  0.1224  -1.4275  0.110
F  -2.0201  -1.0954  3.4973  -0.398
H  0.2764  -0.4245  -5.1897  0.075
H  4.8819  1.8815  -5.0944  0.114
C  0.5898  2.7230  -6.0715  -0.332
C  -2.9488  -3.4708  -1.0581  -0.078
C  -0.0586  0.2157  -6.0165  -0.208
H  0.1009  1.9458  -8.7580  0.105
C  2.7227  1.1764  -2.5477  -0.294
C  -3.9973  -5.4667  -1.9366  -0.085
C  -3.3805  -0.1210  -2.2400  -0.343
H  2.7640  4.5848  -2.4940  0.113
H  -4.6994  -1.1162  -0.7866  0.113
C  3.6098  0.9660  -3.6197  -0.110
H  1.6843  2.6656  -1.3628  0.107
C  3.1597  -2.7134  -1.0433  -0.071
C  3.4530  -1.3653  -1.3126  -0.292
C  0.6840  -1.0816  -2.4215  -0.244
H  1.2469  3.3632  -5.4608  0.068
C  4.7937  -0.9312  -1.2718  -0.075
H  1.5058  1.0798  -7.2122  0.108
F  -1.8260  1.5277  3.4602  -0.379
F  -1.3410  1.6715  0.9465  -0.402
H  0.7354  1.1282  -0.1604  0.048
H  -5.1457  1.0303  0.4282  0.101
H  1.8177  1.1195  -5.4769  0.072
C  -3.1434  -3.8194  -3.4780  -0.111
C  -3.6869  2.1448  -0.7034  -0.093
H  -2.9503  1.2612  -3.8809  0.040
C  4.1928  -3.6232  -0.8144  -0.067
C  -3.5909  -4.6911  -0.8446  -0.075

Output
Largest force on an atom in eV/A: 2.94
Orbital gap in eV: 4.8
LUMO energy in eV: -0.9
Relative energy (zero: lowest compared OMol25 entry of this formula, charge and spin) in kcal/mol: 114.7
2S+1: 1
HOMO level in Eh: -0.2111



Entry 2:
ORCA calculation (ωB97M-V with the def2-TZVPD basis set) on a molecular structure, C35H37FN3OSe2TcTe2 at a distorted geometry.

Last column: Löwdin charge in e.
Positions of all 82 atoms, in Å:
C  -2.2959  -1.9289  1.8559  -0.175
H  1.1197  4.9606  6.7503  0.096
C  -4.5149  -0.9055  1.0182  -0.403
N  -1.6706  -1.4688  0.6605  -0.078
H  -5.3536  -1.8268  3.3549  0.104
H  -2.6234  -4.2067  -3.7725  0.089
Tc  -0.6251  0.3057  0.1064  0.784
C  -2.4189  -3.5485  -0.4427  -0.051
N  2.7972  -0.5866  -0.0043  0.206
C  5.9098  3.8705  1.9039  -0.115
C  2.2099  2.1954  3.1795  -0.162
C  -3.6683  -1.6305  2.0508  -0.136
Te  -1.2745  3.7969  1.9796  0.177
H  5.2412  3.3827  -0.0776  0.100
C  -4.3051  -2.0534  3.2100  -0.047
H  6.8246  4.3443  1.5723  0.089
C  4.4133  3.2453  3.6824  -0.047
H  -0.2256  3.1961  7.8408  0.091
C  0.1371  -3.9590  1.3739  -0.066
H  3.4675  -2.7473  -1.0031  0.131
H  -1.7971  -3.7324  4.6833  0.104
C  -5.4235  -1.9034  0.2873  -0.051
H  0.7214  0.5360  4.6290  0.098
C  -3.6337  -2.7875  4.1679  -0.088
H  0.6541  -1.7996  4.0078  0.075
C  -1.6277  -2.7361  2.7995  -0.130
H  -1.9598  -1.7867  -3.8439  0.118
C  5.0189  3.3339  0.9812  -0.093
H  -6.1126  -2.3707  0.9939  0.076
H  -0.4606  0.9896  6.7411  0.099
N  2.4832  -2.5859  -1.1147  0.025
H  2.3853  0.2045  0.4899  0.038
H  1.1211  -4.4279  1.4582  0.079
C  0.1596  1.7565  6.2933  -0.086
H  -0.0942  -4.0116  3.4806  0.119
C  3.8408  2.7515  1.4003  -0.047
C  0.8017  -2.1495  2.9871  -0.057
H  -0.5881  -4.7383  1.1387  0.074
C  -1.9681  -2.2086  -0.4482  -0.284
F  -1.6034  -0.2960  -1.7789  -0.095
H  4.1921  3.1937  4.7396  0.104
Te  0.4255  4.3515  -0.0937  0.095
H  6.3072  4.1800  3.9902  0.094
C  1.9593  -1.4261  -0.6322  -0.576
H  -2.9690  -5.2755  -1.5583  0.098
C  1.0507  3.9787  6.2974  -0.097
C  1.6908  -3.5512  -1.8458  -0.062
H  -6.0067  -1.3898  -0.4792  0.079
H  0.6535  -1.3078  2.3157  0.027
C  5.6047  3.7990  3.2579  -0.105
C  -2.4462  -3.6572  -2.8588  -0.118
H  -4.8427  -2.6878  -0.1933  0.060
Se  -2.3168  1.7257  1.0256  -0.015
C  -0.2007  -3.2592  2.6902  -0.358
H  -2.5987  -4.0193  0.5133  0.112
C  -1.8620  -1.6513  -1.7325  -0.223
C  0.2822  2.9962  6.9058  -0.109
C  1.7060  3.7265  5.1053  -0.052
C  -2.0702  -2.3201  -2.9089  -0.030
H  2.0656  -3.6837  -2.8626  0.082
H  0.1635  -3.2518  0.5482  0.047
C  0.6150  0.8660  1.5761  -0.337
H  -6.1966  -0.2052  2.2173  0.066
H  1.6883  -4.5146  -1.3332  0.080
C  -2.6329  -4.2471  -1.6160  -0.105
H  1.8288  -2.5061  2.8817  0.079
C  1.4126  1.4717  2.2998  -0.201
C  3.4786  2.7329  2.7611  -0.176
C  -2.3143  -3.1267  3.9475  -0.054
C  -5.3704  0.2056  1.6343  -0.112
H  0.6693  -3.1804  -1.8953  0.073
C  1.6086  2.4732  4.4858  -0.197
C  0.8140  1.4999  5.1046  -0.022
H  2.2653  4.5177  4.6239  0.114
O  0.7496  -1.1928  -0.7874  -0.127
H  3.1655  2.3236  0.6695  0.070
H  -3.8640  -0.4428  0.2745  0.072
H  -4.7677  0.8456  2.2758  0.036
H  -5.7924  0.8259  0.8426  0.079
H  -4.1414  -3.1092  5.0687  0.095
Se  0.4644  2.1331  -1.3074  -0.156
H  3.7524  -0.8331  0.1763  0.110

Output
<S²>: 3.808
Largest force on an atom in eV/A: 1.38
Orbital gap (alpha / beta) in eV: 5.8 / 5.4
LUMO energy (alpha / beta) in eV: 2.3 / 1.8
Relative energy (zero: lowest compared OMol25 entry of this formula, charge and spin) in kcal/mol: 0.0
Total charge: -1
2S+1: 4
HOMO level (alpha / beta) in Eh: -0.1287 / -0.1318



Entry 3:
ORCA calculation (ωB97M-V with the def2-TZVPD basis set) on a molecular structure, C35H37IrN5O5SSe at a distorted geometry.

Last column: Löwdin charge in e.
Positions of all 85 atoms, in Å:
C  2.1139  -4.6320  0.0572  -0.039
Ir  0.1896  0.1149  -0.4489  1.525
C  1.1661  -2.5255  0.8774  -0.184
H  1.5853  -1.8638  3.3962  0.085
C  1.8232  -0.3855  1.8882  -0.286
H  0.7561  2.7187  3.9690  0.088
Se  0.0877  -2.4090  -2.8034  1.211
H  -0.9666  2.6581  3.7284  0.097
C  0.8484  3.8320  -0.3139  -0.145
H  4.3468  -3.2463  0.2648  0.096
C  3.3754  -1.4859  -4.9128  0.024
C  -0.3307  4.7278  2.0600  0.018
O  -6.9373  3.4217  1.7634  0.220
C  0.1588  3.4233  2.0412  -0.152
C  -0.4034  5.5087  0.8969  0.022
H  -4.5412  -3.6131  0.1143  0.074
C  0.2665  5.0940  -0.2400  0.000
H  0.8423  -6.3352  0.1020  0.119
C  2.2961  -1.6728  -3.9748  -0.331
C  2.1861  -0.6933  -2.7572  -0.282
C  -3.3914  1.2533  2.0679  -0.025
S  -3.6702  -1.9329  -1.3038  0.835
C  0.0311  -3.2643  1.3226  -0.205
H  -1.0955  -1.8799  2.5199  0.042
C  -6.2138  4.0253  1.0905  -0.429
C  2.2440  -1.0543  3.1571  0.013
H  -3.5610  -2.6151  -3.5757  0.048
H  2.5894  3.9057  -1.5764  0.088
C  0.9768  -5.3095  0.4074  -0.052
H  -5.2262  -2.3857  -3.1007  0.051
N  1.4242  -2.6694  -4.0430  -0.179
H  -0.7209  -5.2288  1.7453  0.134
N  -1.6854  0.7366  0.4518  -0.023
C  4.3099  0.2435  -3.4477  -0.027
H  3.3234  0.6956  -1.5767  0.096
C  -0.0019  2.5167  3.2489  -0.003
H  3.4506  -2.1429  -5.7783  0.130
C  -4.2903  -2.7976  -2.7905  -0.221
O  -5.5630  4.6991  0.3976  0.194
C  -2.1983  0.6012  1.7035  -0.090
H  -4.3054  2.5110  -0.9268  0.134
H  3.5630  -1.6118  0.2199  0.068
H  0.3206  5.7724  -1.0940  0.141
H  -0.9506  6.4395  0.8927  0.134
N  1.2618  1.6438  0.7717  -0.014
C  -1.2460  -2.6756  1.8236  -0.044
C  3.1759  1.7328  2.4306  0.016
H  -3.8005  1.2155  3.0587  0.124
C  -2.4201  1.3760  -0.4861  -0.137
H  -1.6422  -0.0490  2.4537  0.125
C  0.8321  3.0042  0.8615  -0.114
H  2.2025  -0.3226  3.9759  0.094
H  4.0300  1.1124  2.3520  0.079
C  -1.8112  1.5015  -1.8680  -0.510
O  -2.3324  -2.6210  -1.0760  -0.664
H  0.0784  1.4966  2.9230  0.047
H  -4.3361  -3.8817  -2.6154  0.080
O  -2.3965  2.0482  -2.7969  0.127
C  -3.7091  2.0293  -0.1606  0.042
C  1.6113  3.5021  -1.5646  -0.017
C  0.0726  -4.6555  1.2123  -0.034
C  -4.8801  -2.6115  -0.1667  -0.243
H  3.6312  -2.6397  -1.2062  0.087
N  1.1535  -1.0673  0.9674  -0.070
H  1.1064  3.8400  -2.4856  0.113
C  2.2306  -3.2534  0.2848  -0.225
H  3.0464  1.8657  3.5050  0.093
H  -1.8095  -3.4820  2.2884  0.095
O  -0.5556  1.0579  -1.9213  -0.248
H  1.7144  2.4045  -1.7404  0.050
H  4.9889  -0.1051  -5.4158  0.121
C  -4.0494  1.9023  1.0996  0.064
H  3.3447  2.6916  1.9269  0.099
H  -1.7971  -2.2623  0.9905  0.031
C  4.2604  -0.4399  -4.6797  -0.051
H  -0.6575  5.2081  3.0000  0.146
H  5.1523  0.9424  -3.2790  0.133
C  3.3116  0.0955  -2.4773  -0.052
C  3.5238  -2.6520  -0.1088  -0.033
H  -4.9500  -1.9849  0.7060  0.037
H  3.2766  -1.4263  3.1597  0.110
H  2.9455  -5.0995  -0.4669  0.130
H  -5.8625  -2.7036  -0.6497  0.071
C  2.0327  1.0595  1.6751  -0.297
N  1.0502  -0.9414  -2.0212  -0.377

Output
<S²>: 8.791
Largest force on an atom in eV/A: 4.62
Orbital gap (alpha / beta) in eV: 6.0 / 3.8
LUMO energy (alpha / beta) in eV: -6.4 / -9.4
Total charge: +2
2S+1: 6
HOMO level (alpha / beta) in Eh: -0.4553 / -0.4877



What is the largest force on an atom in the second record? 1.38 eV/A



Among the records above, which one has the lowest largest force on an atom? C35H37FN3OSe2TcTe2